Formula: C4H9N2O
Source: the OMol25 dataset
Level of theory: wB97M-V/def2-TZVPD

Properties
HOMO energy (alpha / beta) (eV): -12.6 / -12.6
HOMO-LUMO gap (alpha / beta) (eV): 6.43 / 6.43
Charge: +1
Relative energy (zero: lowest compared OMol25 entry of this formula, charge and spin) (eV): 6.756
F_max (eV/Å): 3.2

Last column: Löwdin charge in e.
Cartesian coordinates (Å):
C -1.86 2.32 0.60  0.1119
C -0.87 2.00 -0.24  -0.1528
C -0.17 -2.27 0.60  -0.1257
C 1.29 1.04 -0.41  0.1874
N 1.46 -2.69 -0.96  0.0953
N 0.79 -1.86 -0.38  -0.1483
O 0.26 1.36 0.29  -0.0074
H -2.70 3.01 0.21  0.1341
H -1.74 1.99 1.66  0.1057
H -0.81 2.50 -1.23  0.1438
H -0.67 -1.29 1.03  0.0942
H 0.15 -2.87 1.51  0.1041
H -0.90 -3.04 0.18  0.1069
H 1.44 1.50 -1.36  0.1242
H 2.18 0.78 0.20  0.1422
H 2.15 -2.49 -1.70  0.0842

Formula: C4H11NO2
Source: the OMol25 dataset
Level of theory: wB97M-V/def2-TZVPD

Properties
HOMO energy (eV): -9.2
SMILES string: C[C@H](O)[C@H](N)CO
HOMO-LUMO gap (eV): 9.94
Relative energy (zero: lowest compared OMol25 entry of this formula, charge and spin) (eV): 1.473
F_max (eV/Å): 2.3

Last column: Löwdin charge in e.
Cartesian coordinates (Å):
C 0.04 1.91 -0.76  -0.0531
C -0.63 0.54 -0.68  -0.4261
O -1.71 0.56 0.18  -0.0214
C 0.40 -0.56 -0.28  -0.3448
N 0.17 -1.84 -0.96  0.0719
C 0.46 -0.65 1.23  -0.2229
O 1.43 -1.62 1.62  -0.0665
H -0.76 2.63 -0.96  0.0769
H 0.77 2.14 -1.52  0.0769
H 0.40 2.24 0.22  0.0815
H -0.86 0.29 -1.73  0.1425
H -2.47 1.09 -0.08  0.1065
H 1.32 -0.08 -0.62  0.1315
H 0.46 -2.56 -0.32  0.0627
H -0.79 -1.92 -1.18  0.0565
H 0.77 0.34 1.59  0.1208
H -0.51 -0.90 1.66  0.1223
H 1.49 -1.61 2.58  0.0846

Formula: C10H13N2S
Source: the OMol25 dataset
Level of theory: wB97M-V/def2-TZVPD

Properties
HOMO energy (eV): -12.0
HOMO-LUMO gap (eV): 8.32
Charge: +1
Relative energy (zero: lowest compared OMol25 entry of this formula, charge and spin) (eV): 5.789
F_max (eV/Å): 4.4

Last column: Löwdin charge in e.
Cartesian coordinates (Å):
C 3.64 -0.48 0.00  -0.0733
C 3.06 0.73 0.18  -0.0706
C 2.94 -1.63 -0.01  -0.0566
C 1.72 0.83 0.19  -0.0438
C 1.57 -1.56 0.05  -0.0421
C 0.93 -0.32 0.16  -0.2358
C -2.19 0.43 -1.36  -0.0670
C -2.34 -0.90 -1.47  -0.1079
C -0.56 -0.28 0.28  -0.3757
C -1.54 1.99 0.39  -0.0270
N -2.46 -1.47 1.22  -0.3557
N -1.10 0.90 -0.46  -0.1924
S -1.53 -1.78 -0.01  1.0281
H 4.75 -0.51 0.02  0.1347
H 3.64 1.57 0.14  0.0915
H 3.40 -2.58 0.15  0.1156
H 1.11 1.83 0.25  0.1341
H 0.94 -2.41 0.21  0.0803
H -2.55 1.27 -1.92  0.1315
H -3.16 -1.27 -1.99  0.0730
H -1.53 -0.35 1.72  0.2655
H -2.25 2.43 -0.22  0.0514
H -2.21 1.49 1.27  0.1563
H -0.76 2.83 0.75  0.1641
H -3.17 -2.12 1.50  0.0275
H -0.36 1.36 -1.06  0.1941